The following is a DFT calculation (ωB97M-V/def2-TZVPD) of a structure of composition C24H52N3O11 at a distorted geometry.

Charge: +1
Total energy: -52696.1544 eV
Kohn-Sham gap: 6.38 eV
Highest occupied orbital energy: -0.38513 hartree
ΔE to the lowest compared entry with this formula, charge and spin: 453.2 kJ/mol

Structure (XYZ):
```
90
Properties=species:S:1:pos:R:3:mulliken_charge:R:1
O -1.56 0.48 1.66 -1.047
O 1.22 0.22 -1.87 0.057
O 1.38 2.27 -1.30 -0.434
O -1.89 4.40 4.11 -0.445
O -3.25 -0.99 -3.19 -0.496
O -0.51 -0.49 0.13 -0.565
O -3.46 -1.44 0.75 -0.511
O 4.06 -5.66 0.47 -0.580
O 3.69 -0.41 -1.22 -0.423
O 1.68 -2.02 5.09 -0.564
O 0.29 1.38 1.02 -0.866
N -2.88 2.65 2.81 0.309
N -0.51 0.36 1.10 1.047
N -1.46 0.11 -2.16 0.769
C 2.20 0.95 -3.87 -0.847
C 2.06 4.59 -0.99 -1.060
C 0.90 -1.98 2.72 -1.123
C 1.41 -2.83 3.88 -0.043
C -5.54 -1.02 -0.28 -1.549
C 2.65 -3.70 0.22 -0.742
C 1.50 -1.32 -3.82 -1.274
C 5.00 -3.78 -0.56 -0.502
C -4.64 -0.60 0.84 1.727
C 4.94 -2.36 -1.12 -0.662
C -1.90 3.78 3.05 0.443
C 2.58 -2.35 -0.36 -0.029
C 3.93 -4.49 0.05 0.105
C -3.75 2.48 3.85 -0.931
C 2.10 -0.09 -2.88 0.455
C -1.35 -2.40 -2.92 -1.511
C 2.53 3.09 -1.25 0.336
C 3.67 -1.57 -0.94 0.763
C 3.31 3.01 -2.59 -0.942
C -2.35 1.28 -2.07 -0.487
C -0.87 4.13 1.95 -0.952
C 2.60 -3.78 3.55 -1.453
C -2.10 -1.08 -2.87 0.923
C -5.29 -0.55 2.16 -1.452
H -1.85 2.17 -1.55 0.082
H 0.70 -3.51 4.14 0.360
H 1.84 -4.08 0.84 0.883
H 2.97 0.59 -4.65 0.419
H 2.49 3.15 -3.59 0.240
H 1.48 4.69 0.09 0.046
H -3.00 1.30 -1.16 -0.051
H 0.72 -2.52 1.94 0.595
H 1.73 0.83 -1.43 0.638
H -2.11 -2.91 -2.57 0.566
H 2.15 -1.94 -4.33 0.522
H 2.65 2.12 -3.51 -0.735
H 3.05 -0.54 -2.67 0.520
H 1.19 -2.30 -3.30 0.065
H -5.96 0.18 2.37 0.484
H -4.60 -0.38 3.01 0.277
H 1.71 -1.40 2.25 0.341
H 6.03 -4.28 -0.49 0.328
H -0.46 -2.50 -2.34 0.132
H 3.30 -3.19 3.39 0.584
H -5.17 -0.93 -1.25 0.315
H -6.37 -0.34 -0.44 0.378
H -0.57 0.37 -2.57 -0.085
H -5.97 -2.03 -0.09 0.332
H -0.05 3.55 1.94 0.290
H 3.87 4.02 -2.66 0.500
H -0.58 5.24 1.97 0.412
H -1.15 -0.22 -1.06 -0.270
H 2.18 -4.47 2.81 0.405
H -1.10 -2.78 -3.85 0.507
H -2.91 1.62 -2.96 0.518
H -4.32 1.62 3.76 0.173
H 5.78 -1.86 -1.52 0.525
H 2.85 5.42 -1.13 0.405
H -4.41 3.31 3.81 0.494
H 0.98 2.09 -0.45 0.032
H -3.34 2.93 2.05 0.363
H 1.66 -1.78 -0.29 0.319
H -6.00 -1.50 2.33 0.299
H -2.65 -1.08 1.17 0.216
H 1.23 4.82 -1.62 0.331
H 0.07 -1.43 3.06 0.485
H 2.84 2.66 -0.26 0.374
H 3.96 2.12 -2.73 0.289
H -1.31 3.85 1.07 0.382
H -3.24 2.49 4.79 0.389
H -2.33 1.64 2.61 0.332
H 3.04 -4.19 4.68 0.250
H -3.99 0.64 0.68 -0.522
H 0.90 -1.56 5.28 0.289
H 1.20 1.14 -4.44 0.234
H 0.46 -1.13 -4.32 0.302
```